43
Properties=species:S:1:pos:R:3:forces:R:3:nbo_charge:R:1 method="wB97M-V/def2-TZVPD" energy_ha=-754.65966 e_homo_ev=-8.256 smiles=Cc1ccc(OCCCCN2CCCCC2)cc1 e_above_lowest_kcal_mol=28.1 homo_lumo_gap_ha=0.338
C -0.10316 -0.94450 5.33931 -0.050 -0.008 -0.034 -0.62
C 0.07183 -1.32530 3.89975 0.128 0.029 0.061 -0.05
C -1.01980 -1.74823 3.14613 0.114 0.009 -0.074 -0.19
C -0.87763 -2.09111 1.82010 0.090 -0.040 -0.185 -0.24
C 0.37222 -2.02350 1.20175 -0.068 0.029 0.187 0.29
C 1.46956 -1.61378 1.94758 0.086 -0.101 -0.407 -0.25
C 1.30906 -1.26890 3.28045 -0.196 0.005 0.127 -0.21
H 2.17493 -0.95107 3.84418 0.069 0.030 0.065 0.21
H 2.45428 -1.56641 1.50886 0.059 -0.001 -0.078 0.21
O 0.40364 -2.37288 -0.11490 -0.218 -0.035 0.089 -0.51
C 1.57092 -2.10642 -0.86389 0.367 0.004 -0.359 -0.07
C 1.21596 -2.20821 -2.34599 -0.246 0.101 0.345 -0.41
H 0.83414 -3.21260 -2.53494 0.108 -0.076 -0.048 0.21
C 0.15350 -1.18957 -2.76293 0.276 -0.034 0.040 -0.41
H -0.21307 -1.45226 -3.75567 -0.092 0.017 0.010 0.21
H -0.68958 -1.27022 -2.07796 -0.053 0.008 -0.047 0.22
C 0.65265 0.26442 -2.77556 -0.141 -0.139 0.014 -0.21
N -0.32617 1.16499 -2.19077 0.110 0.096 -0.111 -0.44
C -0.32023 1.11131 -0.73984 -0.290 -0.099 0.121 -0.23
C -1.49845 1.89569 -0.17403 0.269 0.110 0.110 -0.40
C -1.42405 3.34786 -0.63055 -0.222 -0.137 -0.112 -0.40
C -1.34673 3.38035 -2.15260 0.291 0.111 0.088 -0.40
C -0.17164 2.53615 -2.63797 -0.233 0.134 -0.163 -0.21
H -0.14516 2.54211 -3.73109 0.075 0.000 0.048 0.20
H 0.77451 2.97954 -2.27071 -0.006 -0.020 -0.043 0.15
H -2.26672 2.96862 -2.57006 -0.045 0.018 -0.076 0.20
H -1.23179 4.40505 -2.51106 -0.037 0.015 -0.045 0.21
H -2.29620 3.90402 -0.28169 0.039 0.058 0.046 0.21
H -0.53237 3.81872 -0.20846 0.020 0.055 0.044 0.19
H -2.42415 1.44772 -0.53818 -0.058 -0.067 0.034 0.20
H -1.48766 1.82924 0.91557 -0.038 -0.038 0.021 0.21
H -0.39765 0.07158 -0.42280 0.090 -0.047 0.021 0.21
H 0.62421 1.52359 -0.33113 -0.001 -0.065 -0.036 0.16
H 1.62364 0.34253 -2.25398 0.007 0.046 -0.035 0.15
H 0.82252 0.57810 -3.80833 0.051 0.015 0.061 0.20
H 2.12593 -2.06981 -2.93297 0.069 -0.072 -0.006 0.20
H 2.35622 -2.83470 -0.61402 -0.079 0.133 0.036 0.18
H 1.94445 -1.10077 -0.63292 -0.023 -0.072 0.046 0.17
H -1.72289 -2.41524 1.23325 -0.109 -0.036 -0.081 0.22
H -1.99486 -1.80363 3.60854 -0.120 -0.013 0.038 0.21
H -0.77867 -0.09398 5.42740 -0.018 0.060 0.093 0.22
H 0.84943 -0.67750 5.78978 0.032 0.027 0.082 0.21
H -0.53494 -1.77097 5.90234 -0.008 -0.010 0.111 0.22